C2H3N3O | ωB97M-V/def2-TZVPD

```
9
Properties=species:S:1:pos:R:3:forces:R:3
N 1.651934 -1.062676 0.218104 0.701 0.911 0.277
H -1.289250 1.101607 -0.463734 0.180 0.461 0.260
H -1.833359 -2.000061 0.747157 -0.026 2.217 -1.941
C -0.386936 0.580712 -0.173372 0.808 -2.573 -0.122
C 1.001063 1.089889 -0.225079 -0.755 1.798 0.100
N 1.797166 0.077151 0.071008 -0.445 -1.502 -0.284
O -1.891433 -1.207337 0.081522 1.918 -1.181 1.647
H 1.447604 2.147474 -0.336937 -1.221 -2.171 0.181
N -0.496791 -0.726760 0.081329 -1.159 2.039 -0.118
```
Positions in Å, forces in eV/Å.

Results
* energy relative to the best compared isomer or geometry (same formula, charge and spin): 108.9 kcal/mol
* energy: -8635.7729 eV
* LUMO energy: 0.0029 Ha
* net charge: 0
* F_max: 2.9 eV Å⁻¹